[1]
{
  "formula": "C3H4N2O",
  "method": "wB97M-V/def2-TZVPD",
  "species": ["O", "C", "C", "C", "N", "N", "H", "H", "H", "H"],
  "xyz": [[-1.57703, 0.74429, -0.16699], [-0.74874, -0.31099, 0.39900], [0.36419, 0.46577, 0.72656], [1.34334, 0.14464, -0.18588], [0.98158, -0.93003, -0.90796], [-0.27056, -1.18882, -0.57200], [-2.00585, 1.20530, 0.55230], [0.28648, 1.28871, 1.42281], [2.26076, 0.66878, -0.40108], [-0.63415, -2.08765, -0.86676]],
  "nbo_charge": [-0.700, 0.208, -0.196, -0.114, -0.182, -0.330, 0.473, 0.214, 0.213, 0.412],
  "e_lumo_ev": [-0.204, -0.204],
  "smiles": "Oc1ccn[nH]1",
  "e_tot_ha": -301.337895,
  "e_above_lowest_kcal_mol": 93.7,
  "gap_ha": [0.3016, 0.3015]
}



[2]
{
  "formula": "C8H16F6N4O4S6Ti",
  "method": "wB97M-V/def2-TZVPD",
  "species": ["Ti", "S", "S", "S", "S", "N", "C", "C", "C", "N", "C", "C", "N", "C", "H", "H", "H", "H", "H", "H", "H", "H", "H", "H", "H", "H", "H", "H", "H", "H", "F", "C", "F", "F", "S", "O", "O", "N", "S", "O", "O", "C", "F", "F", "F"],
  "xyz": [[0.67476, 0.37649, -0.52777], [3.02390, -0.02670, -0.39565], [4.15899, 1.22193, -1.57903], [3.18492, 2.94870, -1.15500], [1.32706, 2.30335, -1.78996], [2.25120, 3.63988, 3.77847], [2.12171, 2.82903, 2.47842], [0.89759, 3.32566, 1.70002], [-0.39346, 2.49479, 1.81520], [-0.68849, 1.80629, 0.51598], [-0.33820, 1.47189, 2.93423], [0.86969, 0.56049, 2.82454], [0.73796, -0.29670, 1.60220], [2.19736, 1.33403, 2.81633], [2.29867, 4.64305, 3.58036], [3.10534, 3.38716, 4.28283], [1.46628, 3.49256, 4.41729], [3.01814, 3.11458, 1.92742], [1.19561, 3.39025, 0.65350], [0.67856, 4.35624, 1.98724], [-1.22886, 3.17291, 2.00142], [-0.85464, 2.51710, -0.19716], [-1.58940, 1.33457, 0.62632], [-1.26204, 0.88854, 2.97021], [-0.30834, 1.99176, 3.89685], [0.87548, -0.12023, 3.67808], [-0.11151, -0.85449, 1.72239], [1.48114, -0.99796, 1.61107], [2.88511, 0.87911, 2.10257], [2.67397, 1.20564, 3.79094], [-1.68719, -3.17690, -0.94692], [-0.65787, -3.75513, -1.55542], [-0.11940, -4.66012, -0.76415], [-1.03744, -4.28694, -2.69505], [0.65592, -2.48739, -1.91546], [0.57380, -1.60180, -0.68897], [1.86903, -3.17801, -2.10510], [0.18113, -1.68703, -3.16673], [-0.54627, -0.32659, -3.28841], [-0.72729, 0.26569, -1.87512], [-0.03619, 0.55310, -4.26396], [-2.30437, -0.71751, -3.74089], [-2.81247, -1.57020, -2.86614], [-2.27648, -1.24904, -4.94221], [-2.99148, 0.40620, -3.73165]],
  "nbo_charge": [1.371, -0.284, 0.120, 0.020, -0.246, -0.676, -0.038, -0.472, -0.050, -0.844, -0.424, -0.051, -0.838, -0.468, 0.451, 0.451, 0.437, 0.258, 0.280, 0.242, 0.235, 0.434, 0.401, 0.243, 0.230, 0.236, 0.406, 0.429, 0.285, 0.239, -0.297, 0.775, -0.274, -0.270, 2.243, -0.977, -0.805, -1.184, 2.225, -0.959, -0.800, 0.782, -0.292, -0.266, -0.277],
  "charge": 2,
  "e_lumo_ev": -7.461,
  "e_tot_ha": -4671.741401,
  "e_above_lowest_kcal_mol": 1.8,
  "gap_ha": 0.2398
}



[3]
{
  "formula": "C23H32N4O4S",
  "method": "wB97M-V/def2-TZVPD",
  "species": ["C", "C", "C", "C", "C", "C", "C", "N", "C", "O", "C", "C", "C", "C", "N", "S", "O", "O", "C", "C", "C", "N", "O", "C", "C", "C", "N", "C", "C", "C", "C", "C", "H", "H", "H", "H", "H", "H", "H", "H", "H", "H", "H", "H", "H", "H", "H", "H", "H", "H", "H", "H", "H", "H", "H", "H", "H", "H", "H", "H", "H", "H", "H", "H"],
  "xyz": [[2.58870, 4.40813, 0.63356], [3.30158, 3.11925, 0.36807], [3.97270, 2.88626, -0.82456], [4.58282, 1.66849, -1.06976], [4.53869, 0.65085, -0.12512], [5.08073, -0.71807, -0.43510], [4.22627, -1.38827, -1.52270], [2.81593, -1.26584, -1.23029], [1.96573, -2.30859, -1.15198], [2.30517, -3.46223, -1.31244], [0.51673, -1.89483, -0.90848], [-0.21002, -1.86479, -2.26056], [-1.68394, -1.52332, -2.05683], [-2.31863, -2.53004, -1.09537], [-1.59248, -2.63810, 0.14412], [-2.06736, -1.70711, 1.43365], [-1.52566, -2.31650, 2.61229], [-3.49170, -1.55342, 1.32930], [-1.32362, -0.11171, 1.27415], [-0.08203, 0.34099, 1.79110], [0.89004, -0.43797, 2.59372], [0.11561, 1.59021, 1.46165], [-0.97063, 2.00822, 0.73647], [-1.85251, 0.99385, 0.62742], [-3.08871, 1.14296, -0.04995], [-3.44957, 2.30546, -0.64916], [-4.62572, 2.56152, -1.24311], [-4.83694, 3.76336, -2.00482], [-5.65691, 1.55666, -1.31934], [-0.18365, -2.90347, 0.01233], [3.89746, 0.89818, 1.08276], [3.28891, 2.11357, 1.32698], [3.03784, 4.92354, 1.48168], [1.54848, 4.20255, 0.88100], [2.62674, 5.06516, -0.23194], [4.01080, 3.66122, -1.57754], [5.09293, 1.50505, -2.00886], [5.06466, -1.33099, 0.46704], [6.11042, -0.65710, -0.79212], [4.42844, -0.91861, -2.49230], [4.44694, -2.45480, -1.59353], [2.48649, -0.32886, -1.05171], [0.48366, -0.89594, -0.46322], [0.26143, -1.13158, -2.91958], [-0.11862, -2.84845, -2.72646], [-2.21149, -1.55268, -3.01158], [-1.77579, -0.51500, -1.64721], [-3.33805, -2.24627, -0.83369], [-2.33586, -3.52178, -1.56157], [1.60438, -0.93551, 1.93800], [1.43594, 0.22607, 3.25754], [0.35512, -1.19360, 3.16380], [-3.72774, 0.27868, -0.00179], [-2.74355, 3.12538, -0.64989], [-4.91950, 3.53948, -3.07350], [-4.00758, 4.45124, -1.85738], [-5.75906, 4.25522, -1.68517], [-6.60589, 2.03549, -1.55362], [-5.43666, 0.81386, -2.09256], [-5.74912, 1.04365, -0.36294], [0.23637, -2.88432, 1.01808], [-0.04322, -3.90759, -0.40233], [3.87383, 0.12484, 1.83711], [2.77474, 2.28324, 2.25983]],
  "nbo_charge": [-0.633, -0.010, -0.202, -0.256, 0.049, -0.442, -0.217, -0.624, 0.694, -0.639, -0.325, -0.383, -0.424, -0.228, -0.671, 2.361, -0.939, -0.950, -0.561, 0.202, -0.668, -0.163, -0.296, 0.389, -0.455, 0.120, -0.383, -0.392, -0.416, -0.233, -0.240, -0.195, 0.218, 0.232, 0.209, 0.206, 0.208, 0.212, 0.218, 0.186, 0.239, 0.406, 0.211, 0.212, 0.210, 0.214, 0.207, 0.237, 0.199, 0.227, 0.234, 0.264, 0.253, 0.210, 0.193, 0.212, 0.199, 0.210, 0.198, 0.221, 0.232, 0.229, 0.208, 0.218],
  "e_lumo_ev": 0.402,
  "smiles": "Cc1ccc(CCNC(=O)[C@H]2CCCN(S(=O)(=O)c3c(C)noc3/C=C/N(C)C)C2)cc1",
  "e_tot_ha": -1813.775302,
  "e_above_lowest_kcal_mol": 94.5,
  "gap_ha": 0.3049
}



[4]
{
  "formula": "C8H16N3O2",
  "method": "wB97M-V/def2-TZVPD",
  "species": ["C", "C", "N", "C", "O", "C", "C", "C", "C", "N", "N", "C", "O", "H", "H", "H", "H", "H", "H", "H", "H", "H", "H", "H", "H", "H", "H", "H", "H"],
  "xyz": [[-0.58353, -1.73023, -3.54171], [0.25995, -1.33984, -2.41947], [0.19224, 0.10862, -2.06193], [0.54983, 0.63987, -0.80457], [0.10053, 1.80558, -0.56559], [1.29572, -0.23899, 0.23195], [0.99322, 0.28761, 1.62220], [-0.53691, 0.24323, 1.95939], [-0.92251, 1.54374, 2.72595], [-1.09793, 2.70379, 1.84002], [0.88478, -1.57696, 0.11170], [0.44183, -2.25269, -1.07651], [0.58022, -3.40356, -1.10547], [-0.34674, -1.27295, -4.49790], [-0.33949, -2.74485, -3.57409], [-1.62363, -1.55564, -3.27328], [1.25678, -1.35663, -2.87924], [-0.58505, 0.54884, -2.53784], [2.35092, -0.14610, -0.08777], [1.48650, 1.27031, 1.66320], [1.50064, -0.40704, 2.31648], [-0.78682, -0.65793, 2.57784], [-1.10139, 0.12432, 1.06773], [-0.06926, 1.62407, 3.43906], [-1.72775, 1.29929, 3.30252], [-0.33801, 2.62705, 1.12492], [-1.95526, 2.63568, 1.28331], [-0.99676, 3.52171, 2.36126], [1.11788, -2.30030, 0.79785]],
  "nbo_charge": [-0.626, -0.129, -0.595, 0.712, -0.708, -0.133, -0.413, -0.416, -0.242, -0.680, -0.673, 0.699, -0.539, 0.239, 0.255, 0.209, 0.224, 0.412, 0.225, 0.222, 0.236, 0.249, 0.218, 0.233, 0.229, 0.485, 0.448, 0.436, 0.422],
  "charge": 1,
  "e_lumo_ev": -3.072,
  "smiles": "C[C@H]1NC(=O)[C@@H](CCC[NH3+])NC1=O",
  "e_tot_ha": -628.932401,
  "e_above_lowest_kcal_mol": 5.9,
  "gap_ha": 0.3522
}



[5]
{
  "formula": "C2H3NO3",
  "method": "wB97M-V/def2-TZVPD",
  "species": ["O", "C", "N", "C", "O", "O", "H", "H", "H"],
  "xyz": [[-0.97538, -1.34862, 0.77277], [-1.04758, -0.66364, -0.21939], [-0.08450, 0.22198, -0.65503], [0.96420, 0.72716, 0.15051], [1.57737, 1.67789, -0.24060], [1.29762, -0.03916, 1.17879], [-1.87973, -0.70184, -0.93122], [-0.36657, 0.68800, -1.50158], [0.51457, -0.56177, 1.44576]],
  "nbo_charge": [-0.589, 0.544, -0.671, 0.890, -0.571, -0.662, 0.128, 0.420, 0.511],
  "e_lumo_ev": 0.485,
  "smiles": "O=CNC(=O)O",
  "e_tot_ha": -358.523121,
  "e_above_lowest_kcal_mol": 4.1,
  "gap_ha": 0.4273
}



[6]
{
  "formula": "C10H17N2O2",
  "method": "wB97M-V/def2-TZVPD",
  "species": ["C", "C", "N", "O", "C", "C", "C", "C", "C", "N", "O", "C", "C", "C", "H", "H", "H", "H", "H", "H", "H", "H", "H", "H", "H", "H", "H", "H", "H", "H", "H"],
  "xyz": [[2.42243, -1.95974, -0.05385], [1.30552, -1.02038, -0.14955], [0.06889, -1.48841, -0.12269], [-0.28823, -2.71355, -0.44220], [-0.90423, -0.51585, -0.10834], [-2.06496, -0.78929, -1.05884], [-2.80982, 0.55137, -0.87109], [-2.95908, 0.56724, 0.67925], [-1.59206, 0.04722, 1.22015], [0.08390, 0.89303, -0.66923], [-0.39870, 2.03069, -0.19306], [1.38129, 0.45964, -0.02944], [1.63546, 1.07886, 1.36151], [2.46107, 0.93736, -0.96180], [2.94543, -1.86132, -0.97966], [2.09548, -2.95771, -0.09080], [3.10041, -1.74536, 0.83479], [-2.82183, -1.64081, -0.79672], [-1.72821, -0.87105, -1.98913], [-3.73011, 0.67124, -1.34824], [-2.20334, 1.49405, -1.05766], [-3.14107, 1.56382, 1.00272], [-3.89405, -0.03261, 0.90378], [-0.90805, 0.91780, 1.35380], [-1.47671, -0.63928, 2.06534], [1.31270, 0.35563, 2.16928], [1.08701, 2.00699, 1.36101], [2.59623, 1.33511, 1.67960], [2.59857, 1.97466, -0.83302], [2.32879, 0.81460, -2.04408], [3.49728, 0.53606, -0.83186]],
  "nbo_charge": [-0.666, 0.243, 0.052, -0.637, 0.218, -0.405, -0.429, -0.391, -0.486, -0.099, -0.736, -0.014, -0.656, -0.597, 0.218, 0.250, 0.209, 0.191, 0.202, 0.178, 0.263, 0.200, 0.173, 0.263, 0.203, 0.194, 0.261, 0.195, 0.209, 0.212, 0.182],
  "charge": -1,
  "e_lumo_ev": 3.530,
  "smiles": "CC1=[N+]([O-])C2(CCCC2)N([O-])C1(C)C",
  "e_tot_ha": -651.054886,
  "e_above_lowest_kcal_mol": 88.3,
  "gap_ha": 0.2228
}



[7]
{
  "formula": "C7H20N3",
  "method": "wB97M-V/def2-TZVPD",
  "species": ["C", "C", "C", "C", "C", "C", "C", "N", "N", "N", "H", "H", "H", "H", "H", "H", "H", "H", "H", "H", "H", "H", "H", "H", "H", "H", "H", "H", "H", "H"],
  "xyz": [[2.93334, -0.55826, -0.82032], [2.29451, -0.66871, 1.53927], [-1.48205, -0.98806, 1.31489], [-2.08627, 1.14829, 0.45736], [-2.74888, -0.88786, -0.72442], [-0.49765, -0.08595, -0.73308], [1.36595, 1.12224, 0.12088], [1.53719, 2.07233, -0.82216], [2.22127, 0.03060, 0.32734], [-1.71383, -0.22333, 0.04947], [2.46984, -0.34957, -1.77322], [3.90552, -0.09720, -0.94119], [2.81637, -1.59141, -0.74592], [3.33296, -0.60812, 1.78296], [1.81790, -0.20914, 2.35360], [1.95425, -1.69592, 1.47550], [-2.40085, -1.41658, 1.56038], [-0.72976, -1.77173, 1.05615], [-0.99541, -0.29164, 1.95705], [-2.13824, 1.63957, -0.47737], [-3.08416, 1.22789, 0.93721], [-1.30081, 1.65306, 0.90516], [-3.10381, -1.72804, -0.32938], [-3.63906, -0.18413, -0.85894], [-2.37388, -1.01437, -1.80232], [0.02651, -1.00349, -0.89562], [-0.74532, 0.26502, -1.75862], [0.79941, 1.39244, 1.09998], [0.98369, 2.83857, -0.64006], [1.96225, 1.85506, -1.73203]],
  "nbo_charge": [-0.426, -0.404, -0.381, -0.393, -0.413, -0.587, 0.378, -0.800, -0.421, -0.242, 0.203, 0.223, 0.222, 0.220, 0.213, 0.194, 0.221, 0.225, 0.217, 0.220, 0.230, 0.215, 0.214, 0.226, 0.247, 0.179, 0.182, 0.214, 0.406, 0.419],
  "charge": 1,
  "e_lumo_ev": -2.368,
  "e_tot_ha": -442.584263,
  "e_above_lowest_kcal_mol": 128.8,
  "gap_ha": 0.3075
}